--- 1 ---
{"formula": "C5H10O3", "method": "ωB97M-V/def2-TZVPD", "mol_weight_da": 118.13, "smiles": "C=C(C)O.CC(=O)O", "lumo_energy_ev": 0.5, "total_charge": 0, "homo_ev": -9.0, "orbital_gap_ha": 0.348, "symbols": ["H", "H", "H", "C", "H", "C", "H", "O", "C", "O", "H", "C", "H", "H", "H", "O", "C", "H"], "xyz": [[0.84114, -2.09635, 1.92280], [-2.34716, 1.39829, -1.99696], [2.02014, -1.15306, -1.17571], [-1.63574, 1.21076, -1.24102], [-0.66841, -1.69918, 1.13356], [-0.21672, 1.41706, -1.86181], [-1.88040, 1.83068, -0.37770], [0.37195, 0.36050, -2.37388], [1.63478, 0.58309, 0.56991], [1.70749, -1.66170, -0.40554], [-1.97395, 0.21617, -0.94059], [1.19585, -0.66838, 0.45006], [2.29746, 1.16761, -0.06465], [0.01408, -0.52860, 2.28223], [1.27388, 1.18874, 1.48740], [0.36669, 2.43187, -1.71319], [0.30140, -1.28098, 1.50933], [-0.37564, -0.21255, -2.61252]], "lowdin_charge": [0.063, 0.058, 0.095, 0.014, 0.087, -0.612, 0.090, 0.111, 0.024, 0.002, 0.075, -0.454, 0.067, 0.087, 0.100, 0.118, -0.051, 0.128]}


--- 2 ---
{"formula": "C5H10O3", "method": "ωB97M-V/def2-TZVPD", "mol_weight_da": 118.13, "lumo_energy_ev": [-0.3, 0.1], "total_charge": 0, "homo_ev": [-6.9, -7.3], "orbital_gap_ha": [0.243, 0.272], "symbols": ["H", "C", "O", "O", "C", "H", "H", "C", "H", "H", "C", "H", "H", "O", "H", "C", "H", "H"], "xyz": [[-1.87526, -1.12901, 1.37354], [-1.27513, 1.65643, 0.07013], [1.98831, -0.99085, 1.03638], [1.35745, -1.47563, -1.05333], [-0.57322, 0.38597, 0.62193], [1.51708, -1.15741, -1.95524], [-0.10047, 0.63312, -1.59698], [0.15577, 1.01879, -0.61422], [-0.04514, 0.52363, 1.56068], [1.38948, -1.72080, 1.26336], [1.70361, -0.52515, -0.17468], [-2.11926, -0.74231, -0.32100], [0.93830, 1.76286, -0.50485], [-2.41488, 1.61545, -0.46790], [-0.74416, -1.75185, 0.15473], [-1.35492, -0.89100, 0.44432], [2.41388, 0.23759, -0.47469], [-0.96143, 2.55016, 0.63781]], "lowdin_charge": [0.087, -0.453, 0.103, 0.060, -0.303, 0.136, 0.113, -0.031, 0.126, 0.135, -0.338, 0.084, 0.100, -0.087, 0.058, -0.060, 0.138, 0.132]}


--- 3 ---
{"formula": "C5H10O3", "method": "ωB97M-V/def2-TZVPD", "mol_weight_da": 118.13, "smiles": "CC(C)[C@H](O)C(=O)O", "lumo_energy_ev": 0.6, "total_charge": 0, "homo_ev": -10.5, "orbital_gap_ha": 0.408, "symbols": ["H", "H", "H", "H", "C", "C", "C", "H", "C", "O", "H", "H", "C", "H", "O", "H", "O", "H"], "xyz": [[-2.91863, -1.31727, -0.50193], [-0.27078, -1.83827, 0.96633], [-1.22099, 2.19876, 0.62416], [1.32557, -1.78366, 1.00565], [-1.88156, 0.13776, -0.07710], [0.61421, -1.43556, 0.39151], [0.64992, 0.01537, 0.28252], [-0.46195, 0.50449, -1.50884], [-0.47539, 0.68773, -0.46676], [-2.58402, 0.65540, 0.76560], [2.95295, 0.30646, 0.33150], [1.89984, 1.66105, -0.22096], [2.02908, 0.51381, -0.19746], [0.33013, -1.87414, -0.63491], [-0.54889, 2.08071, -0.20000], [0.45813, 0.44913, 1.49119], [-2.15944, -0.94786, -0.74438], [2.26184, -0.01393, -1.30614]], "lowdin_charge": [0.065, 0.099, 0.168, 0.040, -0.469, -0.108, -0.431, 0.146, -0.311, 0.111, 0.055, 0.096, -0.077, 0.126, -0.064, 0.217, 0.193, 0.144]}


Order of stability, best first: 1, 3, 2


--- 1 ---
{"formula": "C5H10S3", "method": "ωB97M-V/def2-TZVPD", "mol_weight_da": 166.34, "smiles": "CSC(=S)C[C@H](C)S", "lumo_energy_ev": 0.0, "total_charge": 0, "homo_ev": -8.5, "orbital_gap_ha": 0.313, "symbols": ["H", "S", "S", "H", "C", "H", "H", "H", "H", "H", "H", "H", "C", "C", "C", "S", "H", "C"], "xyz": [[2.37067, -0.40654, 0.70383], [2.01330, 0.03822, -2.13496], [-0.52380, -1.31061, -2.04092], [0.32779, 1.86141, -0.67051], [0.47472, 0.46363, 0.98888], [-1.08780, 0.83771, -0.39261], [-2.75583, -0.44050, -2.01879], [-2.63789, -2.10281, -1.28705], [-2.17782, -0.58401, -0.32770], [2.09480, 0.29482, 2.25755], [-0.77745, -0.28927, 2.67909], [2.42820, 1.36982, 0.85719], [0.01024, 0.82248, -0.43971], [-2.14550, -1.10725, -1.26536], [1.93896, 0.45881, 1.19498], [-0.15202, -1.06634, 1.76699], [0.08066, 1.25163, 1.66505], [0.51877, -0.09121, -1.53594]], "lowdin_charge": [0.056, 0.671, 0.879, 0.127, -0.727, 0.076, 0.079, 0.047, -0.009, 0.066, -0.116, 0.085, -0.302, -0.395, -0.197, 0.765, 0.102, -1.207]}


--- 2 ---
{"formula": "C5H10S3", "method": "ωB97M-V/def2-TZVPD", "mol_weight_da": 166.34, "smiles": "CC[C@@](C)(S)C(=S)S", "lumo_energy_ev": -0.4, "total_charge": 0, "homo_ev": -8.7, "orbital_gap_ha": 0.307, "symbols": ["H", "H", "S", "H", "H", "H", "H", "H", "C", "C", "H", "S", "H", "C", "S", "C", "C", "H"], "xyz": [[0.36006, 1.92689, 1.07210], [-1.52480, 1.68830, 0.69470], [-2.95065, -0.57532, 0.30693], [1.94099, 0.48848, -0.48337], [1.06190, -0.71744, -1.57823], [-0.76039, 0.53602, 1.57490], [-2.73887, -2.19351, -1.77185], [0.81405, 2.15620, -1.55585], [-1.79234, -0.49551, -0.80657], [-0.32109, 0.59110, -0.47416], [0.13154, -1.80858, 0.26517], [-1.48575, -1.54744, -2.13044], [1.16616, -0.80854, 1.32238], [1.05746, -1.28215, 0.38296], [-0.42614, 1.80519, -1.84342], [-0.57412, 1.31428, 0.86083], [0.97450, -0.18112, -0.64282], [1.79294, -1.78552, 0.03264]], "lowdin_charge": [0.120, 0.014, 0.690, 0.156, 0.076, 0.044, -0.041, -0.140, -1.190, -0.817, 0.062, 0.753, 0.078, -0.088, 0.756, -0.152, -0.337, 0.014]}


Order of stability, best first: 1, 2


--- 1 ---
{"formula": "C2H4O2", "method": "ωB97M-V/def2-TZVPD", "mol_weight_da": 60.05, "smiles": "O[C@H]1CO1", "lumo_energy_ev": 1.0, "total_charge": 0, "homo_ev": -10.8, "orbital_gap_ha": 0.432, "symbols": ["O", "H", "H", "H", "C", "C", "H", "O"], "xyz": [[-1.85844, -0.04726, -0.05293], [1.73830, -0.05792, 0.47965], [0.86494, -0.64429, -0.88118], [-0.40885, 0.85526, 1.52065], [0.78686, -0.07249, -0.07872], [-0.43923, 0.50896, 0.43130], [-2.17371, 0.69870, -0.66094], [0.37880, 1.28762, -0.31188]], "lowdin_charge": [-0.080, 0.124, 0.063, 0.167, -0.062, -0.305, 0.101, -0.007]}


--- 2 ---
{"formula": "C2H4O2", "method": "ωB97M-V/def2-TZVPD", "mol_weight_da": 60.05, "smiles": "C=O.C=O", "lumo_energy_ev": 0.6, "total_charge": 0, "homo_ev": -10.2, "orbital_gap_ha": 0.399, "symbols": ["C", "O", "C", "H", "H", "H", "H", "O"], "xyz": [[0.41204, -2.57311, -0.62080], [0.29314, 3.44823, 1.09593], [-0.44697, 2.63085, 0.61968], [-1.09000, 2.00150, 1.24242], [0.00754, -3.54087, -0.23669], [1.38162, -2.37682, -0.12507], [-0.40507, 2.43619, -0.46321], [-0.15230, -2.02597, -1.51226]], "lowdin_charge": [-0.167, -0.010, -0.144, 0.075, 0.078, 0.079, 0.079, 0.009]}


--- 3 ---
{"formula": "C2H4O2", "method": "ωB97M-V/def2-TZVPD", "mol_weight_da": 60.05, "smiles": "C=O.C=O", "lumo_energy_ev": 0.7, "total_charge": 0, "homo_ev": -10.2, "orbital_gap_ha": 0.401, "symbols": ["H", "O", "C", "H", "C", "H", "O", "H"], "xyz": [[2.77452, 2.96861, -1.67487], [3.39942, 1.37012, -0.66400], [-2.56317, -2.09419, 1.00820], [-2.55428, -1.86037, -0.07144], [2.51178, 2.05361, -1.12373], [1.57003, 1.89057, -0.59313], [-2.87372, -1.22961, 1.77868], [-2.26458, -3.09874, 1.34028]], "lowdin_charge": [0.081, -0.026, -0.148, 0.078, -0.131, 0.076, -0.008, 0.078]}


--- 4 ---
{"formula": "C2H4O2", "method": "ωB97M-V/def2-TZVPD", "mol_weight_da": 60.05, "smiles": "C=O.C=O", "lumo_energy_ev": 0.8, "total_charge": 0, "homo_ev": -10.3, "orbital_gap_ha": 0.405, "symbols": ["H", "H", "C", "O", "O", "H", "H", "C"], "xyz": [[-1.32950, 2.90604, 2.22616], [-0.43455, 4.06957, 3.09543], [1.46795, -3.87125, -2.63683], [-2.34969, 4.68498, 2.66685], [2.21892, -4.72121, -2.28653], [0.49294, -3.56346, -2.13077], [1.39619, -3.40012, -3.64507], [-1.46226, 3.89544, 2.71075]], "lowdin_charge": [0.076, 0.074, -0.177, 0.022, 0.016, 0.086, 0.076, -0.171]}


Order of stability, best first: 2, 3, 4, 1